1.
C16H36B3CdO8 as an isolated structure. Source: the Open Molecules 2025 dataset; level of theory: the ωB97M-V functional and the def2-TZVPD basis.

Geometry as XYZ:
```
64
C16H36B3CdO8 the ωB97M-V functional and the def2-TZVPD basis
Cd -0.810 -2.764 -2.611
B -3.479 -5.339 -1.973
H -4.054 -6.078 -1.436
H -3.356 -5.427 -3.041
H -3.909 -4.351 -1.929
H -2.472 -5.423 -1.596
B 0.488 -0.997 0.389
H 1.155 -1.845 0.377
H 0.666 -0.369 1.248
H 0.538 -0.432 -0.529
H -0.454 -1.516 0.479
B 1.766 -3.768 -5.231
H 1.504 -2.738 -5.046
H 1.701 -4.406 -4.363
H 1.026 -4.148 -5.919
H 2.770 -3.794 -5.624
O -4.080 4.525 3.820
C -4.147 4.275 2.608
O -5.279 3.837 2.083
C -5.352 4.286 0.744
C -3.896 4.429 0.370
C -3.044 4.404 1.620
H -5.930 5.203 0.630
H -5.886 3.507 0.198
H -3.719 5.111 -0.462
H -3.559 3.552 -0.182
H -2.464 5.302 1.830
H -2.338 3.583 1.741
O 0.163 -4.280 9.602
C 0.214 -3.085 9.361
O -0.754 -2.325 9.810
C -0.563 -0.978 9.385
C 0.384 -1.031 8.156
C 1.107 -2.305 8.436
H -0.122 -0.412 10.205
H -1.425 -0.542 8.880
H 0.955 -0.103 8.172
H -0.092 -1.045 7.175
H 1.998 -1.977 8.972
H 1.464 -2.932 7.619
O -3.052 1.225 -6.019
C -3.382 2.180 -6.763
O -4.318 3.078 -6.509
C -4.436 4.154 -7.416
C -3.343 3.803 -8.442
C -2.806 2.459 -8.111
H -4.201 5.069 -6.872
H -5.469 4.108 -7.759
H -2.506 4.490 -8.570
H -3.792 3.780 -9.435
H -1.724 2.411 -7.984
H -3.051 1.710 -8.864
O 9.052 0.094 -1.213
C 8.607 -0.474 -0.214
O 9.202 -0.439 0.961
C 8.579 -1.402 1.907
C 7.310 -1.932 1.204
C 7.362 -1.348 -0.215
H 8.395 -1.037 2.917
H 9.373 -2.143 2.008
H 6.421 -1.499 1.662
H 7.084 -2.994 1.305
H 6.492 -0.788 -0.557
H 7.489 -2.107 -0.987
```

Calculated values
charge	-1
2S+1	1

Atomic partial charges in e from the Löwdin method, atoms 1 to 2:
1. Cd 1.33
2. B -0.37



2.
A 3-piece molecular cluster, C30H50FN6O8P3S overall. Source: the Open Molecules 2025 dataset; level of theory: the ωB97M-V functional and the def2-TZVPD basis.

Geometry as XYZ:
```
99
C30H50FN6O8P3S the ωB97M-V functional and the def2-TZVPD basis
C -6.868 -1.314 1.467
C -5.979 -2.557 1.293
O -4.676 -2.252 0.790
C -3.787 -1.783 1.698
C -4.073 -1.451 3.009
C -3.083 -0.954 3.833
C -1.776 -0.780 3.384
C -1.459 -1.130 2.063
C -2.465 -1.630 1.250
C -2.137 -2.045 -0.182
C -2.087 -0.863 -1.135
O -1.368 0.050 -0.951
F -2.946 -0.916 -2.156
C -0.792 -0.243 4.431
O 0.038 0.609 4.247
C -0.989 -0.853 5.790
C 0.091 -1.228 6.573
C -0.160 -1.819 7.804
C -1.459 -2.006 8.245
C -2.556 -1.630 7.472
P -4.239 -1.903 8.088
O -5.229 -2.402 6.915
O -4.821 -0.500 8.570
S -4.246 -3.175 9.544
C -2.300 -1.048 6.218
C -3.377 -0.618 5.261
O -4.369 -0.032 5.601
H -7.267 -1.313 2.484
H -6.266 -0.408 1.405
H -7.684 -1.287 0.752
H -5.909 -3.164 2.197
H -6.443 -3.191 0.539
H -5.066 -1.575 3.421
H -0.450 -1.007 1.696
H -1.181 -2.567 -0.221
H -2.888 -2.752 -0.527
H 1.106 -1.080 6.231
H 0.696 -2.112 8.396
H -1.660 -2.446 9.214
H -4.717 -2.937 6.293
H -5.636 -0.681 9.062
C -0.978 -0.744 -7.344
N -0.119 -1.045 -6.218
C -0.771 -2.026 -5.354
P 0.817 0.118 -5.373
O 1.868 -0.775 -4.765
N 1.864 0.966 -6.484
C 2.136 0.389 -7.791
C 3.110 1.399 -5.862
N -0.402 1.393 -5.461
C -0.152 2.683 -6.099
C -0.981 1.629 -4.118
H -1.944 -0.318 -7.040
H -1.181 -1.666 -7.895
H -0.520 -0.056 -8.049
H -1.654 -1.602 -4.852
H -0.082 -2.381 -4.587
H -1.088 -2.897 -5.930
H 2.403 -0.674 -7.738
H 2.958 0.922 -8.273
H 1.285 0.507 -8.464
H 3.844 0.589 -5.788
H 2.928 1.777 -4.853
H 3.547 2.217 -6.441
H 0.677 3.235 -5.649
H -1.055 3.294 -6.009
H 0.034 2.566 -7.163
H -0.264 2.119 -3.452
H -1.268 0.679 -3.659
H -1.882 2.240 -4.178
C 5.932 2.471 1.517
N 5.375 1.140 1.398
C 6.453 0.169 1.237
P 3.952 0.761 0.517
O 3.557 -0.528 1.191
N 2.623 1.729 1.091
C 2.687 2.374 2.393
C 1.339 1.062 0.982
N 4.279 1.891 -0.803
C 3.368 2.977 -1.153
C 4.626 1.152 -2.041
H 6.507 2.771 0.630
H 6.606 2.501 2.376
H 5.172 3.228 1.691
H 6.961 0.283 0.267
H 6.068 -0.849 1.300
H 7.195 0.283 2.029
H 3.025 1.684 3.176
H 1.702 2.748 2.673
H 3.335 3.254 2.389
H 1.162 0.356 1.799
H 1.269 0.501 0.046
H 0.522 1.789 0.986
H 2.369 2.631 -1.433
H 3.789 3.522 -2.003
H 3.281 3.694 -0.341
H 3.758 0.645 -2.474
H 5.385 0.392 -1.826
H 5.049 1.824 -2.789
```

Calculated values
structure (SMILES)	CCOc1cc2c(cc1CC(=O)F)C(=O)c1cccc(P(O)(O)=S)c1C2=O.CN(C)P(=O)(N(C)C)N(C)C.CN(C)P(=O)(N(C)C)N(C)C
charge	0
2S+1	1

Atomic partial charges in e from the Löwdin method, atoms 1 to 2:
1. C -0.05
2. C -0.22



3.
A 2-piece molecular cluster, C3H10NOS overall. Source: the Open Molecules 2025 dataset; level of theory: the ωB97M-V functional and the def2-TZVPD basis.

Geometry as XYZ:
```
16
C3H10NOS the ωB97M-V functional and the def2-TZVPD basis
C 1.530 -2.233 -0.887
S 0.340 -2.276 -2.254
H 1.108 -1.681 -0.026
H 1.878 -3.230 -0.618
H 2.376 -1.644 -1.237
H -0.753 -2.244 -1.472
C 0.038 0.395 0.411
O 1.079 -0.082 1.137
C -0.469 1.739 0.954
N -1.774 2.118 0.375
H 0.298 0.576 -0.666
H -0.862 -0.291 0.377
H -0.520 1.689 2.046
H 0.265 2.500 0.682
H -2.538 1.572 0.743
H -1.996 3.095 0.433
```

Calculated values
ΔE to the lowest compared entry with this formula, charge and spin	48.6	kcal/mol
charge	-1
2S+1	1

Atomic partial charges in e from the Löwdin method, atoms 1 to 2:
1. C -0.50
2. S 0.55



| no. | energy (eV) | frontier orbital gap (Ha) | HOMO level (Eh) |
| --- | --- | --- | --- |
| 1 | -40135.9483 | 0.152 | -0.242 |
| 2 | -98661.0664 | 0.264 | -0.294 |
| 3 | -17645.3337 | 0.222 | -0.093 |